1.
The following is a DFT calculation (ωB97M-V with the def2-TZVPD basis set) of a 2-piece molecular cluster, C4H12OS overall.

Output
Calculated total energy, Ha: -633.00820
Charge: 0
SMILES: CCCSC.O

Last column: Löwdin charge in e.
Atoms and positions in Å:
C1 0.0000 0.0000 0.0000  -0.135
C2 0.7332 -0.3478 1.2485  -0.364
C3 0.5343 -1.7457 1.7720  -0.554
S1 -1.1209 -2.1729 2.3748  0.771
C4 -0.6887 -3.8959 2.7184  -0.442
H1 -0.1763 -0.9026 -0.6090  0.078
H2 0.5196 0.7481 -0.6220  0.078
H3 -0.9755 0.4137 0.3065  0.076
H4 1.8204 -0.1714 1.1372  0.116
H5 0.3624 0.3272 2.0436  0.105
H6 0.7153 -2.3816 0.8841  0.079
H7 1.2876 -2.0140 2.5374  0.085
H8 0.1716 -3.9054 3.4087  0.034
H9 -0.4091 -4.4394 1.8003  0.039
H10 -1.5301 -4.4241 3.1976  0.034
O1 3.8106 1.6594 4.2143  -0.092
H11 3.2091 1.6950 4.9922  0.046
H12 4.2986 2.5135 4.2388  0.045



2.
The following is a DFT calculation (ωB97M-V with the def2-TZVPD basis set) of a 2-piece molecular cluster, C4H12OS2 overall.

Output
Multiplicity: 2
Calculated total energy, Ha: -1030.90682
Charge: +1

Last column: Löwdin charge in e.
Atoms and positions in Å:
C1 0.9208 -2.0054 1.6938  -0.358
S1 1.8483 -1.6741 0.1807  0.705
S2 2.5333 0.1648 0.5357  0.724
C2 2.9496 0.6744 -1.1354  -0.374
H1 1.5891 -2.2036 2.5318  0.064
H2 0.2990 -1.1312 1.8904  0.041
H3 0.2937 -2.8710 1.4725  0.067
H4 2.0774 0.5663 -1.7793  0.055
H5 3.1921 1.7327 -1.0532  0.061
H6 3.7969 0.1292 -1.5434  0.064
C3 -1.8413 0.6667 -0.7428  -0.293
O1 -0.7930 0.3337 0.1870  -0.129
C4 -3.0711 1.0310 0.0551  -0.080
H7 -1.5354 1.5028 -1.3829  0.115
H8 -2.0594 -0.2008 -1.3689  0.115
H9 -0.0436 -0.0459 -0.2760  -0.022
H10 -2.8690 1.8423 0.7468  0.079
H11 -3.8677 1.3244 -0.6293  0.085
H12 -3.4197 0.1639 0.6173  0.080



3.
The following is a DFT calculation (ωB97M-V with the def2-TZVPD basis set) of C4H12OSi2 as an isolated structure.

Output
Calculated total energy, Ha: -813.76560
Charge: 0

Last column: Löwdin charge in e.
Atoms and positions in Å:
C1 1.1509 -1.5957 0.7496  -0.349
C2 -0.9841 -1.9064 -0.9519  -0.413
C3 -0.0540 3.2836 0.9804  -0.062
C4 -0.2480 2.2573 -0.2899  -0.293
O1 -0.3956 0.9359 0.0774  -0.250
Si1 0.1030 -3.1833 0.0551  0.628
Si2 0.2251 -0.4286 -0.4141  0.472
H1 1.0414 -1.4213 1.8561  0.039
H2 2.1720 -1.7843 0.5871  -0.028
H3 -1.1341 -1.9438 -2.0240  -0.004
H4 -1.8482 -1.8878 -0.3597  -0.029
H5 -1.0069 3.5295 1.4027  0.046
H6 0.7319 3.0052 1.7153  0.072
H7 0.3666 4.2134 0.5845  0.057
H8 0.5742 2.5228 -0.9396  0.091
H9 -1.1701 2.6746 -0.7583  0.118
H10 0.7184 -4.1618 -0.9078  -0.058
H11 -0.7553 -3.9505 0.8981  -0.082
H12 0.5129 -0.1587 -2.2609  0.046



4.
The following is a DFT calculation (ωB97M-V with the def2-TZVPD basis set) of a 2-piece molecular cluster, C4H12S overall.

Output
Calculated total energy, Ha: -557.76720
Charge: 0
SMILES: CSC.CC

Last column: Löwdin charge in e.
Atoms and positions in Å:
C1 -1.8255 1.1312 1.9844  -0.455
S1 -2.3857 -0.1032 3.1598  0.716
C2 -1.3989 -1.5069 2.5970  -0.436
H1 -2.3872 2.0467 2.1285  0.023
H2 -2.0259 0.8093 0.9600  0.032
H3 -0.7638 1.3664 2.1220  0.036
H4 -1.5640 -1.6687 1.5295  0.034
H5 -1.7571 -2.3475 3.1784  0.021
H6 -0.3410 -1.3703 2.7867  0.030
C3 1.1010 0.1792 -2.2440  -0.176
C4 2.4895 0.2074 -2.8664  -0.180
H7 0.4214 0.7997 -2.8330  0.061
H8 1.1182 0.6618 -1.2650  0.056
H9 0.7086 -0.8302 -2.1288  0.061
H10 2.8916 1.2123 -2.9737  0.059
H11 2.4946 -0.2510 -3.8601  0.062
H12 3.2242 -0.3363 -2.2754  0.058



5.
The following is a DFT calculation (ωB97M-V with the def2-TZVPD basis set) of a 2-piece molecular cluster, C4H12S overall.

Output
Calculated total energy, Ha: -557.76260
Charge: 0
SMILES: CCS.CC

Last column: Löwdin charge in e.
Atoms and positions in Å:
C1 1.4451 -1.0596 1.6917  -0.171
C2 1.3105 0.0186 0.6176  -0.630
S1 2.4296 -0.1307 -0.8023  0.667
H1 0.5178 -1.0991 2.2642  0.069
H2 2.2000 -0.8591 2.3993  0.048
H3 1.6415 -2.0312 1.2411  0.064
H4 0.3130 -0.0456 0.1932  0.044
H5 1.4513 0.9982 1.0684  0.063
H6 1.8731 -1.2059 -1.3711  -0.154
C3 -3.3500 1.3717 -0.7032  -0.173
C4 -3.6458 0.0438 0.0135  -0.168
H7 -4.2407 2.0074 -0.7185  0.059
H8 -2.6932 2.0038 -0.0994  0.059
H9 -2.9761 1.1837 -1.7058  0.058
H10 -4.3005 0.2892 0.8525  0.059
H11 -2.7481 -0.4360 0.3832  0.047
H12 -4.2382 -0.6266 -0.6082  0.060



6.
The following is a DFT calculation (ωB97M-V with the def2-TZVPD basis set) of a 2-piece molecular cluster, C4H12S overall.

Output
Calculated total energy, Ha: -557.69327
Charge: 0
SMILES: CSC.CC

Last column: Löwdin charge in e.
Atoms and positions in Å:
C1 2.5509 -2.6040 -1.2720  -0.382
S1 1.2522 -1.2650 -1.3502  0.703
C2 1.4106 -0.5082 0.3983  -0.359
H1 2.8784 -2.6858 -2.2497  -0.001
H2 3.3083 -2.3644 -0.6523  -0.006
H3 2.3167 -3.5317 -0.9510  -0.004
H4 2.1317 0.3428 0.2731  0.044
H5 1.6915 -1.2906 1.1134  0.034
H6 0.4126 -0.2845 0.6751  -0.026
C3 -2.4896 1.1129 0.6296  -0.136
C4 -1.8667 2.5041 0.3437  -0.114
H7 -3.2311 0.6598 -0.1954  0.130
H8 -1.9182 0.3972 0.7770  -0.068
H9 -3.0350 1.1904 1.5440  0.056
H10 -1.6431 2.4877 -0.6569  0.034
H11 -2.6912 3.0630 0.5430  0.024
H12 -1.0781 2.7763 1.0301  0.073



Max |F| (computed, Eh/bohr): 0.041; 0.009; 0.112; 0.014; 0.027; 0.174
Energy above the lowest of the compared OMol25 structures with the same formula, charge and spin (computed, kJ/mol): 49.6; 17.8; 319.9; 8.4; 20.5; 202.5